95
Properties=species:S:1:pos:R:3 method="wB97M-V/def2-TZVPD" e_lumo_ev="-8.319 / -12.915" relative_energy_kcal_mol=49.4 max_force_ev_per_a=5.1 orbital_gap_ev="3.948 / 3.083" spin_multiplicity=5 charge=+3
C -1.070 0.287 -2.671
C -1.377 -1.900 -1.752
C -1.709 -0.162 -3.830
C -1.546 -2.442 -3.072
C -1.900 -1.528 -4.049
H -2.102 0.620 -4.473
H -1.528 -3.532 -3.208
H -2.357 -1.868 -4.983
N -0.995 -0.558 -1.628
P 0.516 2.096 -1.164
P -1.064 -1.787 1.002
C -0.738 1.785 -2.512
H -0.445 2.207 -3.491
H -1.702 2.271 -2.256
C 0.363 1.027 1.711
O 0.944 1.503 2.609
C -1.399 -2.640 -0.531
H -0.822 -3.576 -0.595
C 0.121 -2.796 2.251
C -2.883 -2.091 1.314
C 2.106 2.098 -2.257
C 0.035 3.876 -0.642
C 1.321 -1.995 2.781
H 1.010 -1.098 3.322
H 1.878 -2.611 3.512
H 2.018 -1.695 1.992
C -0.679 -3.167 3.502
H -1.018 -2.262 4.020
H -1.523 -3.825 3.278
H -0.031 -3.714 4.207
C 0.669 -4.056 1.578
H 1.331 -4.575 2.295
H -0.117 -4.767 1.287
H 1.290 -3.794 0.710
C -3.306 -1.612 2.693
H -2.948 -0.578 2.869
H -4.409 -1.628 2.666
H -2.957 -2.301 3.478
C -3.614 -1.253 0.241
H -3.302 -0.198 0.305
H -3.431 -1.617 -0.780
H -4.693 -1.328 0.418
C -3.097 -3.626 1.117
H -2.173 -4.238 1.065
H -3.709 -4.044 1.930
H -3.642 -3.768 0.173
C 1.123 4.377 0.318
H 0.793 5.319 0.776
H 1.323 3.668 1.131
H 2.063 4.598 -0.201
C -1.312 3.781 0.092
H -2.131 3.532 -0.589
H -1.278 3.033 0.891
H -1.544 4.758 0.554
C -0.140 4.894 -1.782
H -0.597 5.803 -1.362
H 0.807 5.222 -2.217
H -0.803 4.539 -2.582
C 2.192 0.809 -3.092
H 3.035 0.897 -3.790
H 2.359 -0.068 -2.470
H 1.307 0.640 -3.714
C 3.282 2.194 -1.280
H 3.245 1.391 -0.534
H 4.207 2.102 -1.859
H 3.323 3.168 -0.779
C 2.171 3.251 -3.279
H 1.290 3.311 -3.934
H 2.368 4.229 -2.828
H 3.034 3.058 -3.933
Pt -0.266 0.234 0.180
N 2.434 -0.665 -0.079
C 3.078 -1.397 -0.780
C 3.351 -2.758 -1.299
C 4.682 -3.062 -1.090
C 2.494 -3.779 -1.923
C 5.269 -4.070 -1.852
H 5.260 -2.440 -0.412
C 3.131 -4.839 -2.602
H 1.371 -3.734 -1.906
C 4.528 -4.954 -2.637
H 6.344 -4.102 -1.860
H 2.517 -5.565 -3.132
H 4.982 -5.753 -3.252
C -1.095 4.295 3.980
N -2.194 3.321 3.907
C -3.438 3.571 4.634
C -2.098 2.250 3.163
N -2.089 1.268 2.509
H -1.344 5.011 4.770
H -0.968 4.830 3.025
H -0.148 3.786 4.221
H -4.272 3.707 3.942
H -3.663 2.722 5.285
H -3.297 4.474 5.233